{
  "formula": "C48H36Cl4NO3P2Ta",
  "method": "ωB97M-V/def2-TZVPD",
  "e_homo_ha": -0.6800,
  "e_above_lowest_kcal_mol": 29.5,
  "energy_ev": -128172.936,
  "molar_mass_da": 1059.53,
  "total_charge": 4,
  "species": ["Ta", "C", "C", "C", "C", "C", "C", "C", "C", "P", "C", "C", "C", "C", "C", "C", "C", "C", "C", "C", "C", "C", "C", "O", "C", "C", "C", "C", "C", "C", "P", "C", "C", "C", "C", "C", "C", "C", "C", "C", "C", "C", "C", "H", "H", "H", "H", "H", "H", "H", "H", "H", "H", "H", "H", "H", "H", "H", "H", "H", "H", "H", "H", "H", "H", "H", "H", "H", "H", "H", "H", "H", "H", "H", "H", "Cl", "C", "C", "C", "C", "O", "C", "C", "O", "C", "H", "H", "H", "H", "Cl", "C", "Cl", "Cl", "C", "N"],
  "xyz": [[0.38054, 0.65132, 0.26574], [4.87381, 4.90619, 1.76488], [4.54184, 4.54739, 0.29820], [5.43315, 5.36972, -0.64871], [4.77962, 3.06485, 0.09921], [6.08778, 2.57979, 0.01062], [6.38529, 1.23820, -0.11680], [5.35110, 0.32497, -0.14309], [4.04017, 0.78012, -0.04872], [2.76564, -0.44175, 0.00015], [2.86435, -1.48069, -1.45200], [3.73648, -2.56668, -1.50169], [3.88830, -3.26554, -2.69295], [3.17104, -2.88876, -3.82165], [2.29589, -1.80650, -3.77363], [2.14714, -1.10369, -2.59121], [3.00252, -1.39714, 1.50109], [2.59720, -2.73155, 1.58250], [2.72805, -3.41475, 2.78101], [3.24370, -2.76762, 3.90047], [3.64292, -1.43879, 3.82171], [3.52262, -0.74860, 2.62540], [3.76371, 2.12640, 0.06059], [2.38002, 2.48813, 0.14568], [2.09862, 3.88070, 0.02554], [0.76664, 4.22254, -0.13702], [0.37516, 5.54990, -0.29661], [1.33792, 6.53747, -0.28035], [2.66058, 6.17768, -0.10014], [3.08058, 4.85107, 0.05222], [-0.50605, 3.00858, -0.08689], [-1.58150, 3.39319, 1.27422], [-1.15000, 3.04096, 2.55920], [-1.89047, 3.41499, 3.66382], [-3.06454, 4.14262, 3.49212], [-3.48735, 4.50505, 2.21697], [-2.74740, 4.13514, 1.10416], [-1.33438, 2.89868, -1.65013], [-2.68027, 2.50573, -1.76682], [-3.24417, 2.38109, -3.01803], [-2.47360, 2.61794, -4.16438], [-1.13629, 2.99337, -4.05651], [-0.55870, 3.13366, -2.80884], [5.91981, 4.68691, 1.97912], [4.25290, 4.34191, 2.46418], [4.70927, 5.96954, 1.94037], [6.48565, 5.17215, -0.46421], [5.30060, 6.43629, -0.48539], [5.21883, 5.14832, -1.69535], [6.90584, 3.28501, 0.04888], [7.41300, 0.90895, -0.18562], [5.55822, -0.73438, -0.23052], [4.30753, -2.86217, -0.63007], [4.57513, -4.10097, -2.74026], [3.29850, -3.43446, -4.74761], [1.75162, -1.50862, -4.65984], [1.47928, -0.23531, -2.57124], [2.23338, -3.25154, 0.70634], [2.45759, -4.46109, 2.83728], [3.35521, -3.30886, 4.83118], [4.07560, -0.95018, 4.68471], [3.86618, 0.27801, 2.56103], [-0.67080, 5.80270, -0.42455], [1.06400, 7.57693, -0.39788], [3.40550, 6.96050, -0.07628], [-0.19202, 2.53315, 2.70476], [-1.54086, 3.17708, 4.65994], [-3.63551, 4.45414, 4.35692], [-4.38308, 5.09845, 2.09052], [-3.07171, 4.44958, 0.11902], [-3.28576, 2.35803, -0.88304], [-4.28954, 2.11960, -3.11732], [-2.92658, 2.52165, -5.14316], [-0.55453, 3.19458, -4.94611], [0.47045, 3.46621, -2.72518], [-5.35418, -1.13872, 4.80547], [-4.22541, -0.70514, 3.59095], [-4.67209, -0.27842, 2.34253], [-3.76912, 0.09481, 1.32895], [-2.44767, 0.05087, 1.58978], [-1.47183, 0.45000, 0.66884], [-1.98353, -0.41169, 2.81384], [-0.62190, -0.51874, 3.02653], [0.35840, -0.17133, 2.17784], [-2.91749, -0.79614, 3.83346], [-5.73889, -0.24614, 2.16428], [-4.10877, 0.40098, 0.34972], [-0.30741, -0.94664, 3.98111], [-2.58529, -1.16443, 4.79456], [-1.95200, -4.13721, -1.73373], [-0.50012, -4.02852, -0.76920], [-0.69666, -4.77890, 0.81087], [0.90561, -4.64952, -1.61208], [-0.24804, -2.58720, -0.51311], [-0.06847, -1.46593, -0.31936]],
  "forces_ev_per_angstrom": [[-1.3, -1.8, 3.0], [0.0, 0.0, -0.1], [0.1, 0.1, 0.1], [0.0, 0.0, 0.0], [0.0, 0.1, 0.0], [0.0, 0.1, 0.0], [0.0, -0.1, 0.0], [0.1, 0.0, 0.0], [0.0, -0.1, -0.1], [-0.3, -0.7, 0.1], [-0.1, 0.0, -0.1], [0.1, 0.0, -0.1], [0.0, 0.0, 0.0], [0.0, 0.0, 0.0], [0.0, 0.0, 0.0], [0.0, 0.0, 0.0], [0.0, 0.0, 0.0], [0.0, 0.0, 0.1], [0.0, 0.0, 0.0], [0.0, 0.0, 0.0], [0.0, 0.0, 0.0], [0.0, 0.0, 0.0], [0.0, 0.3, 0.1], [-0.4, -0.4, 0.1], [0.0, -0.1, -0.1], [0.0, 0.0, -0.2], [0.0, 0.0, 0.0], [0.0, 0.0, 0.0], [0.0, 0.0, 0.0], [0.2, 0.1, 0.0], [-0.2, 0.3, 0.0], [-0.1, 0.0, 0.2], [0.2, 0.0, -0.1], [0.0, 0.0, 0.1], [0.0, 0.1, -0.1], [0.0, 0.0, 0.2], [-0.1, 0.0, -0.1], [0.2, -0.4, -0.4], [0.1, 0.0, 0.0], [0.1, 0.1, -0.3], [0.0, 0.0, 0.2], [-0.2, -0.1, -0.1], [-0.1, -0.1, 0.2], [0.0, 0.0, 0.0], [0.0, 0.0, 0.0], [0.0, 0.0, 0.0], [0.0, 0.0, 0.0], [0.0, 0.0, 0.0], [0.0, 0.0, 0.0], [0.0, 0.0, 0.0], [0.0, 0.0, 0.0], [0.0, 0.0, 0.0], [0.0, 0.0, 0.0], [0.0, 0.0, 0.0], [0.0, 0.0, 0.0], [0.0, 0.0, 0.0], [0.1, -0.1, 0.0], [0.0, 0.0, 0.0], [0.0, 0.0, 0.0], [0.0, 0.0, 0.0], [0.0, 0.0, 0.0], [0.0, 0.0, 0.0], [0.0, 0.0, 0.0], [0.0, 0.0, 0.0], [0.0, 0.0, 0.0], [-0.1, 0.1, 0.0], [0.0, 0.0, 0.0], [0.0, 0.0, 0.0], [0.0, 0.0, 0.0], [0.0, 0.0, 0.0], [0.0, -0.1, 0.0], [0.0, 0.0, 0.0], [0.0, 0.0, 0.0], [0.0, 0.0, 0.0], [0.0, 0.0, 0.0], [0.0, 0.1, -0.2], [-1.9, -0.1, 0.4], [0.3, 0.3, -1.0], [-1.5, 0.1, -0.3], [1.9, 0.5, -1.6], [-1.1, 0.0, 0.4], [0.5, -0.3, 0.9], [1.5, 0.3, -0.9], [-0.9, 0.7, 0.2], [2.3, -0.1, 0.0], [0.0, 0.0, -0.1], [-0.2, 0.0, 0.0], [0.5, 0.1, -0.2], [0.3, 0.0, 0.0], [-0.1, 0.0, -0.1], [0.1, 0.1, 0.1], [0.0, 0.0, 0.1], [0.1, 0.0, 0.0], [0.0, 0.7, 0.0], [0.2, -0.1, -0.8]]
}